Run P
{"formula": "C5H29NO11", "method": "ωB97M-V with the def2-TZVPD basis set", "e_homo_ev": -9.749, "molar_mass_g_mol": 279.28, "elements": ["N", "C", "C", "O", "C", "C", "C", "O", "H", "H", "H", "H", "H", "H", "H", "H", "H", "H", "H", "O", "H", "H", "O", "H", "H", "O", "H", "H", "O", "H", "H", "O", "H", "H", "O", "H", "H", "O", "H", "H", "O", "H", "H", "O", "H", "H"], "coordinates": [[1.013, 2.813, 1.020], [-0.357, 2.328, 0.591], [-1.233, 2.999, 1.665], [-1.561, 4.157, 1.599], [-0.396, 0.810, 0.562], [-0.369, 0.339, -0.985], [-1.689, 0.365, -1.663], [-2.496, -0.741, -1.487], [1.012, 3.807, 1.169], [1.353, 2.410, 1.859], [-0.504, 2.741, -0.409], [-1.323, 2.519, 2.664], [0.311, 0.213, 1.090], [-1.382, 0.557, 0.954], [0.379, 1.152, -1.315], [0.188, -0.549, -1.096], [-1.503, 0.497, -2.754], [-2.064, 1.379, -1.477], [-2.052, -1.597, -1.412], [-1.358, -0.065, 3.451], [-0.982, -0.793, 2.929], [-1.222, -0.284, 4.371], [2.649, 2.103, -1.239], [3.555, 2.373, -0.997], [2.208, 2.346, -0.368], [3.963, 0.360, 0.184], [3.675, 0.076, 1.038], [3.114, 0.711, -0.205], [2.553, -0.293, -2.515], [2.282, 0.563, -2.062], [2.095, -0.085, -3.340], [-0.547, -3.787, -1.825], [0.263, -3.241, -1.680], [-0.759, -3.823, -2.744], [-3.885, 0.367, 0.610], [-4.033, 1.232, 0.220], [-3.187, 0.002, 0.048], [1.609, -2.310, -0.972], [2.113, -1.527, -1.342], [2.259, -3.026, -0.940], [-1.693, -3.468, 0.919], [-1.468, -3.438, -0.043], [-2.351, -2.770, 0.951], [0.601, -2.297, 1.963], [-0.045, -2.981, 1.730], [1.264, -2.146, 1.283]]}


Run Q
{"formula": "C5H29NO11", "method": "ωB97M-V with the def2-TZVPD basis set", "e_homo_ev": -8.745, "molar_mass_g_mol": 279.28, "elements": ["C", "N", "C", "C", "O", "C", "C", "O", "O", "H", "H", "H", "H", "H", "H", "H", "H", "H", "H", "H", "H", "H", "O", "H", "H", "O", "H", "H", "O", "H", "H", "O", "H", "H", "O", "H", "H", "O", "H", "H", "O", "H", "H", "O", "H", "H"], "coordinates": [[1.277, -0.847, 2.173], [0.867, 0.557, 2.023], [-0.413, 0.671, 1.370], [-1.566, 0.238, 2.268], [-2.256, -0.966, 1.851], [1.889, 1.424, 1.381], [1.622, 2.861, 1.771], [1.791, 1.310, -0.029], [3.168, 1.145, 1.850], [2.251, -0.912, 2.644], [0.564, -1.359, 2.815], [1.297, -1.343, 1.190], [-0.495, 1.699, 1.009], [-0.493, 0.052, 0.456], [-1.142, 0.043, 3.254], [-2.366, 0.978, 2.338], [-1.595, -1.528, 1.405], [0.623, 3.277, 1.724], [2.216, 3.570, 1.167], [2.115, 3.084, 2.717], [2.308, 0.551, -0.349], [3.353, 0.249, 1.544], [-0.987, -2.411, -0.457], [-0.619, -3.239, -0.763], [-1.823, -2.292, -0.992], [-3.162, -0.055, -0.284], [-3.602, 0.794, -0.212], [-2.935, -0.520, 0.592], [3.225, -0.948, -0.626], [2.559, -1.365, -1.219], [3.741, -1.630, -0.191], [-0.814, 0.463, -1.890], [-1.273, 0.136, -1.095], [-1.240, 1.271, -2.217], [0.505, -1.273, -3.584], [1.189, -0.613, -3.748], [-0.168, -0.918, -2.974], [-1.290, 3.207, -1.624], [-2.026, 3.362, -1.037], [-0.556, 2.900, -1.078], [1.091, -2.434, -1.698], [0.478, -1.723, -1.944], [1.278, -2.895, -2.531], [-2.854, -1.919, -2.254], [-3.134, -1.165, -1.674], [-2.598, -1.488, -3.073]]}


Energy comparison, zero being the most stable, in hartree: run P 0.0076; run Q 0.0000.


Run P
{"formula": "C17H20N2O4S", "method": "ωB97M-V with the def2-TZVPD basis set", "e_homo_ev": -8.726, "molar_mass_g_mol": 348.42, "elements": ["O", "C", "N", "C", "C", "C", "C", "S", "O", "O", "N", "C", "C", "C", "C", "C", "C", "C", "C", "C", "C", "C", "C", "O", "H", "H", "H", "H", "H", "H", "H", "H", "H", "H", "H", "H", "H", "H", "H", "H", "H", "H", "H", "H"], "coordinates": [[0.675, 3.357, -2.445], [1.755, 2.967, -2.061], [1.951, 2.157, -0.969], [1.004, 1.647, -0.085], [-0.355, 1.955, -0.169], [-1.237, 1.413, 0.748], [-0.778, 0.568, 1.739], [-1.935, -0.163, 2.902], [-3.138, 0.616, 2.884], [-1.237, -0.344, 4.143], [-2.312, -1.670, 2.333], [-3.283, -1.774, 1.274], [-2.687, -1.660, -0.135], [-2.158, -2.973, -0.719], [-1.405, -3.874, 0.266], [-0.553, -3.128, 1.294], [-1.361, -2.730, 2.534], [0.567, 0.264, 1.842], [1.457, 0.801, 0.932], [3.016, 3.322, -2.741], [4.338, 3.012, -2.509], [5.078, 3.664, -3.515], [4.159, 4.320, -4.283], [2.927, 4.119, -3.825], [2.903, 1.891, -0.765], [-0.704, 2.615, -0.945], [-2.289, 1.648, 0.714], [-3.825, -2.718, 1.386], [-3.979, -0.952, 1.447], [-3.455, -1.275, -0.809], [-1.887, -0.919, -0.106], [-2.992, -3.546, -1.130], [-1.499, -2.723, -1.554], [-2.118, -4.501, 0.806], [-0.768, -4.546, -0.313], [0.251, -3.786, 1.632], [-0.094, -2.247, 0.843], [-0.702, -2.383, 3.331], [-1.899, -3.613, 2.903], [0.903, -0.373, 2.644], [2.510, 0.572, 1.008], [4.748, 2.403, -1.728], [6.140, 3.647, -3.647], [4.270, 4.939, -5.152]]}


Run Q
{"formula": "C17H20N2O4S", "method": "ωB97M-V with the def2-TZVPD basis set", "e_homo_ev": -8.714, "molar_mass_g_mol": 348.42, "elements": ["O", "C", "N", "C", "C", "C", "C", "S", "O", "O", "N", "C", "C", "C", "C", "C", "C", "C", "C", "C", "C", "C", "C", "O", "H", "H", "H", "H", "H", "H", "H", "H", "H", "H", "H", "H", "H", "H", "H", "H", "H", "H", "H", "H"], "coordinates": [[-2.338, 0.354, 3.484], [-3.061, -0.013, 2.583], [-2.643, -0.603, 1.419], [-1.351, -0.927, 1.018], [-1.186, -1.493, -0.249], [0.073, -1.836, -0.700], [1.171, -1.612, 0.110], [2.810, -2.023, -0.497], [2.671, -3.145, -1.381], [3.691, -2.125, 0.629], [3.324, -0.744, -1.413], [3.843, 0.415, -0.732], [2.773, 1.444, -0.345], [2.424, 2.454, -1.443], [2.331, 1.877, -2.860], [1.743, 0.466, -2.941], [2.813, -0.615, -2.751], [1.020, -1.066, 1.370], [-0.236, -0.719, 1.831], [-4.522, 0.146, 2.639], [-5.301, 0.681, 3.634], [-6.634, 0.588, 3.184], [-6.575, 0.007, 1.953], [-5.308, -0.265, 1.611], [-3.372, -0.842, 0.759], [-2.051, -1.668, -0.873], [0.217, -2.292, -1.666], [4.321, 0.024, 0.167], [4.610, 0.877, -1.360], [1.876, 0.903, -0.042], [3.122, 1.999, 0.527], [1.469, 2.914, -1.178], [3.172, 3.249, -1.451], [1.722, 2.557, -3.460], [3.324, 1.859, -3.313], [0.945, 0.342, -2.208], [1.310, 0.320, -3.933], [3.653, -0.404, -3.424], [2.418, -1.599, -3.007], [1.897, -0.929, 1.984], [-0.366, -0.292, 2.812], [-4.945, 1.082, 4.560], [-7.514, 0.909, 3.702], [-7.339, -0.255, 1.247]]}


Energy comparison, zero being the most stable, in hartree: run P 0.0058; run Q 0.0000.


Run P
{"formula": "C4H7FN2O", "method": "ωB97M-V with the def2-TZVPD basis set", "e_homo_ev": -9.242, "molar_mass_g_mol": 118.11, "elements": ["C", "C", "C", "F", "N", "N", "C", "O", "H", "H", "H", "H", "H", "H", "H"], "coordinates": [[1.349, 0.797, 1.428], [0.473, 0.042, 0.464], [0.688, -1.438, 0.510], [-0.104, -2.181, -0.354], [-0.339, 0.709, -0.253], [-1.175, 0.124, -1.146], [-2.018, 0.912, -1.873], [-2.787, 0.486, -2.696], [2.394, 0.614, 1.204], [1.136, 1.842, 1.316], [1.185, 0.489, 2.492], [0.494, -1.798, 1.540], [1.765, -1.656, 0.278], [-1.189, -0.915, -1.295], [-1.871, 1.971, -1.614]]}


Run Q
{"formula": "C4H7FN2O", "method": "ωB97M-V with the def2-TZVPD basis set", "e_homo_ev": -8.988, "molar_mass_g_mol": 118.11, "elements": ["H", "N", "C", "N", "C", "C", "F", "C", "O", "H", "H", "H", "H", "H", "H"], "coordinates": [[2.564, -0.052, -1.402], [2.137, -0.728, -0.691], [0.927, -0.401, -0.444], [0.107, -1.397, 0.285], [-1.131, -0.773, 0.723], [-1.260, 0.544, 0.046], [-1.980, 0.249, -1.084], [0.183, 1.013, -0.377], [0.873, 1.899, 0.600], [0.425, -2.172, 0.582], [-1.054, -0.985, 1.884], [-1.951, -1.327, 0.172], [-1.643, 1.386, 0.511], [-0.070, 1.304, -1.587], [1.874, 1.441, 0.782]]}


Energy comparison, zero being the most stable, in hartree: run P 0.0000; run Q 0.0805.